# 1
# C25H28F5O3Sn

C25H28F5O3Sn as an isolated structure in a non-equilibrium geometry (wB97M-V/def2-TZVPD, the Open Molecules 2025 dataset).

Geometry (Å):
C 0.8945 -2.7905 -3.6428
C -1.4578 -2.5211 -4.3554
H 0.5824 -3.2875 3.1025
C -2.6910 -0.0540 2.6288
C 1.8407 2.7142 4.5731
C -0.2923 -1.8661 -3.6393
H -2.6000 1.4572 0.9780
H -0.5744 4.7460 -1.4366
C -3.3064 -0.6471 0.4946
H 1.7924 -2.3117 -3.2444
H -1.0783 -2.7502 -5.3692
C 1.5036 2.2712 3.3243
H -0.1321 2.2443 -1.2341
C 0.5185 -3.3326 -0.2577
H -1.8034 -3.4775 -3.9433
F 1.7814 3.0581 2.2708
H 0.7186 3.5305 -3.2494
H -2.3017 -1.8362 -4.5050
O -0.5933 -1.1971 -2.3377
H 0.9224 5.0333 -0.5643
H 1.7013 5.0302 -2.9452
C 0.7958 0.7471 5.5239
H 1.0992 -3.0591 -4.6946
H 0.4676 -3.8479 -1.2049
H 0.6967 -3.7404 -3.1242
C 0.4225 4.3339 -1.2531
H -1.3939 0.6119 -2.9761
C 1.4858 1.9583 5.6892
O 2.3717 3.2109 -2.0641
C 0.4519 2.9400 -0.6037
C 1.2978 4.1006 -2.4830
C 0.1386 -3.9006 1.0178
C -3.3664 -1.8341 1.3463
H -2.5144 0.5331 3.5247
F -0.1182 -0.9209 4.1433
H 2.4894 3.1975 0.0428
H 0.1156 2.8327 0.4352
C -2.9896 -1.4555 2.6405
H 0.8609 -0.3505 -4.7882
H 0.3681 0.7079 -2.6774
C -0.4474 0.0793 -3.0406
H -0.8960 -0.3835 -5.1315
F 1.8457 2.3657 6.9124
H -0.4946 -4.7800 1.1593
F 0.4673 -0.0079 6.5935
H -3.6881 -2.8215 1.0392
C -0.1253 -0.5392 -4.3774
C 1.4302 -2.0390 1.4534
H 1.9834 -1.6675 -0.6932
C 0.8068 1.0464 3.0758
O 0.4864 0.7090 1.8987
H 2.2160 1.5681 -0.5862
C 0.6752 -3.0901 2.0359
C 1.3544 -2.1622 0.0386
C -2.8245 0.4389 1.3189
F 2.5085 3.8751 4.7106
H 2.0380 -1.3361 2.0018
H -2.9605 -2.0872 3.5217
C 0.4926 0.2878 4.2649
Sn -1.1123 -1.5945 -0.1144
C 1.9597 2.6381 -0.7599
H -3.8193 -0.5779 -0.4641

Cartesian forces (eV/Å) of the 3 atoms listed first:
C 0.33 -0.28 0.00
C -0.53 -0.77 -0.01
H -0.09 0.18 -0.34

**Total charge**: +1
**Gap between HOMO and LUMO (alpha / beta)**: 0.1990 / 0.2293 Eh
**Energy above the lowest of the compared OMol25 structures with the same formula, charge and spin**: 61.6 kJ/mol
**Strongest force on any atom**: 2.15 eV/A
**Energy**: -1908.27992 a.u.

# 2
# C15H22O4

C15H22O4 in the gas phase (wB97M-V/def2-TZVPD, the Open Molecules 2025 dataset).

Geometry (Å):
C -1.5081 -1.5530 -0.4091
H -4.1875 0.7612 1.4015
O -2.6400 -0.9666 -1.0276
H 6.1451 -1.5471 -0.3906
H -0.8536 -0.7846 0.0100
H -2.6893 -0.1296 1.6930
C 2.1225 0.6188 -1.2556
H -1.0752 3.6641 -0.4331
H -4.4190 -0.1380 -0.8369
O 0.3754 3.6246 0.9536
C -2.4882 1.5267 0.3478
O -4.2448 -1.7086 0.4905
H 1.4190 -0.9199 0.8424
C -3.6809 -0.6019 -0.1591
C -1.2651 1.8606 0.7217
C 4.3220 -0.5181 -0.8204
H -4.2290 -2.9808 -1.1492
H -1.8101 -2.2522 0.3747
H -5.7628 -2.1228 -0.8548
C 2.9879 -0.3380 -0.4812
H -2.9740 2.0573 -0.4606
H -0.7675 1.3384 1.5280
H 1.5141 0.0590 -1.9884
H -0.2110 1.7291 -1.7592
O 1.2726 1.3160 -0.3740
C 4.5714 -2.1319 0.9371
H 5.1869 -2.8274 1.4882
C -3.2696 0.3971 0.9357
C 5.1086 -1.4139 -0.1174
H 2.8187 -2.5093 2.1062
C 0.4336 2.2393 -1.0284
H -5.2476 -3.4321 0.2469
H 1.0374 2.9955 -1.5538
C 2.4545 -1.0637 0.5757
H -0.9786 -2.0922 -1.1935
C 3.2429 -1.9527 1.2835
H 1.0472 3.0071 1.2709
H 2.7487 1.3297 -1.8176
C -0.4341 2.9192 0.0490
H 4.7474 0.0444 -1.6394
C -4.9050 -2.6077 -0.3744

Cartesian forces (eV/Å) of the 3 atoms listed first:
C -0.03 -0.03 0.03
H -0.01 -0.06 0.05
O -0.08 0.02 -0.11

**SMILES string**: COC(C/C=C/[C@@H](O)COCc1ccccc1)OC
**Total charge**: 0
**Gap between HOMO and LUMO**: 0.3729 Eh
**Energy above the lowest of the compared OMol25 structures with the same formula, charge and spin**: 118.2 kJ/mol
**Strongest force on any atom**: 0.81 eV/A
**Energy**: -885.66754 a.u.

# 3
# C2H2N2OS2

C2H2N2OS2 in the gas phase in a non-equilibrium geometry (wB97M-V/def2-TZVPD, the Open Molecules 2025 dataset).

Geometry (Å):
C -1.3890 -0.3323 -0.0922
N 0.5486 1.7669 0.0737
S 1.3164 -0.7658 -0.4264
S -1.0306 1.4206 -0.4530
H 2.4057 1.0911 0.6157
H -0.4576 -2.1404 0.2448
C 1.4545 0.8714 0.1467
O -2.5423 -0.7040 0.0087
N -0.3058 -1.2074 -0.1180

Cartesian forces (eV/Å) of the 3 atoms listed first:
C -0.20 -0.77 -1.14
N 0.44 -0.54 0.49
S 0.11 -0.65 -0.35

**SMILES string**: O=C1NSC=NS1
**Total charge**: 0
**Gap between HOMO and LUMO**: 0.3302 Eh
**Energy above the lowest of the compared OMol25 structures with the same formula, charge and spin**: 19.8 kJ/mol
**Strongest force on any atom**: 1.39 eV/A
**Energy**: -1058.50611 a.u.

# 4
# C4H11NO2

A 2-piece molecular cluster, C4H11NO2 overall in a non-equilibrium geometry (wB97M-V/def2-TZVPD, the Open Molecules 2025 dataset).

Geometry (Å):
H 0.7317 -1.6532 2.0761
H -1.6619 1.3823 -0.3505
H -0.6606 2.6803 -1.1140
C -0.7177 1.9313 -0.3225
H -0.4755 -0.3715 2.2433
N 1.1927 -0.8318 -2.0102
O -0.5606 2.5799 0.9068
H -1.1710 -1.5109 -1.3007
C -0.9666 -1.4198 -0.2403
H 0.0341 1.0155 -0.4861
H 1.1834 0.0505 1.9377
C 0.1065 -0.7575 0.2221
C 0.4126 -0.6834 1.6844
H -1.7655 -1.7234 0.4262
O 1.4449 -0.6695 -0.6088
H 1.8170 -0.1458 -2.4327
H -0.5269 1.8783 1.5801
H 1.5833 -1.7512 -2.2110

Cartesian forces (eV/Å) of the 3 atoms listed first:
H 0.02 0.12 -0.15
H -0.33 0.31 -0.26
H 0.08 -0.22 0.05

**SMILES string**: C=C(C)ON.CO
**Total charge**: 0
**Gap between HOMO and LUMO**: 0.3685 Eh
**Energy above the lowest of the compared OMol25 structures with the same formula, charge and spin**: 464.4 kJ/mol
**Strongest force on any atom**: 4.03 eV/A
**Energy**: -364.09130 a.u.

# 5
# C25H38FN2O6P

A 2-piece molecular cluster, C25H38FN2O6P overall in a non-equilibrium geometry (wB97M-V/def2-TZVPD, the Open Molecules 2025 dataset).

Geometry (Å):
C 7.1447 -1.5328 -4.4265
C -3.3696 -0.7252 4.3511
H 6.7429 1.9915 -2.7531
H 1.6894 -4.3413 1.0437
C -2.8351 -0.6510 1.6457
H 4.3767 1.7940 -0.0289
C 2.8688 1.4591 -1.4619
C -4.0768 0.5622 4.6307
C 1.0306 1.9155 0.8734
H -1.7083 3.2777 -0.6607
P -5.4000 0.0659 0.3906
F 0.8225 3.8430 -0.4879
C -3.4635 -1.8702 2.2673
C -1.7339 1.4829 0.5062
H -4.2381 -2.2499 1.6110
C 2.0770 -3.4726 1.5710
H -5.1550 0.4932 4.6113
H 2.6609 3.2932 0.8297
H 1.8968 0.4667 2.9407
H -6.1874 -1.0283 -2.9873
N -1.5525 -0.5035 1.8514
H -8.0496 -1.2692 0.6021
H -4.5139 -0.4233 -2.7554
H 7.3902 0.9798 -5.5691
O -3.9952 -1.6743 3.5891
O 5.8635 0.3022 -3.3825
H -3.7761 0.8633 5.6264
C 5.9231 -1.0014 -3.7118
C -5.5039 -0.5115 -2.3233
H 3.4414 0.7154 -2.0185
H -6.4254 -1.7180 -0.8301
O 1.9313 -1.0864 1.6258
C -7.8806 -0.5117 1.3621
H 2.4732 2.8760 -2.7323
H 0.9347 -2.2137 0.2385
H -3.6906 1.3084 3.9411
C 7.1699 1.7596 -4.8395
H -8.1618 0.4548 0.9594
H 7.9895 2.4784 -4.8477
C 1.2072 -2.2670 1.2934
C -6.4084 -0.5380 1.8063
H 2.0810 -3.6903 2.6331
H 3.3565 0.3965 0.2786
O 4.9750 -1.6982 -3.4800
H 8.0593 -0.9811 -4.2228
C -3.6149 0.2455 0.8551
H 6.9521 -1.5236 -5.4982
H -6.1868 -1.5698 2.0618
H 0.2916 -2.3525 1.8717
H 7.8828 0.7022 -3.0740
C 0.4132 0.8304 1.4754
H 7.3023 -2.5598 -4.1074
C -0.9830 0.5898 1.2790
H -2.6924 -2.6342 2.3340
C -5.4731 -1.2125 -0.9468
H -6.3092 0.1042 2.6676
O 3.1267 2.7454 -2.0432
H 3.0889 -3.2993 1.2223
H 2.8600 1.9795 1.9644
C 1.2074 -0.1241 2.3521
C 0.2326 2.7910 0.0903
C 2.5003 2.2315 0.9734
H -8.5034 -0.7956 2.2036
C 6.9812 1.1893 -3.4493
H 1.8167 1.1908 -1.5585
N -3.0650 1.2951 0.2984
H -5.8809 0.4976 -2.1972
H 6.2591 2.2624 -5.1638
H -4.6541 -1.9249 -0.9182
C 3.3497 1.4363 -0.0372
O -2.2932 -0.9329 4.8006
H 0.5200 -0.5760 3.0639
C -1.1087 2.5939 -0.0801

Cartesian forces (eV/Å) of the 3 atoms listed first:
C 0.24 -0.03 0.31
C -0.04 -0.20 0.13
H -0.10 -0.05 0.03

**SMILES string**: CCOCc1c(CCCO)c(F)cc2nc(P(CC)CC)c(COC(C)=O)nc12.CCOC(C)=O
**Total charge**: 0
**Gap between HOMO and LUMO**: 0.2882 Eh
**Strongest force on any atom**: 1.60 eV/A
**Energy**: -1977.55037 a.u.

# 6
# C2H6O

A 2-piece molecular cluster, C2H6O overall in a non-equilibrium geometry (wB97M-V/def2-TZVPD, the Open Molecules 2025 dataset).

Geometry (Å):
O -1.9153 1.5829 -0.5477
C -1.8137 0.4878 -1.0145
H -0.7423 -0.0070 -1.2529
H -2.7715 0.0288 -1.1613
C 1.4528 -0.3940 0.7598
H 0.4543 0.0520 0.8892
H 1.3118 -1.3424 1.2247
H 2.1626 0.1697 1.3472
H 1.8612 -0.5777 -0.2445

Cartesian forces (eV/Å) of the 3 atoms listed first:
O 0.41 5.82 2.43
C 2.10 -4.45 -1.93
H -2.16 0.47 0.20

**Total charge**: -1
**Gap between HOMO and LUMO (alpha / beta)**: 0.1260 / 0.2715 Eh
**Spin multiplicity**: 2
**Energy above the lowest of the compared OMol25 structures with the same formula, charge and spin**: 47.3 kJ/mol
**Strongest force on any atom**: 6.32 eV/A
**Energy**: -154.94234 a.u.